1.
{
  "formula": "C4H7P3",
  "method": "ωB97M-V/def2-TZVPD",
  "symbols": ["C", "C", "C", "C", "P", "P", "P", "H", "H", "H", "H", "H", "H", "H"],
  "xyz": [[-1.6704, 1.5754, -0.1332], [-0.6805, 0.5663, 0.2987], [-0.3119, -0.6903, 0.2901], [-0.5666, -2.0706, 0.1365], [1.0136, 0.3820, 1.0391], [2.5780, 0.8645, -0.4649], [4.0739, -0.5209, -0.5494], [-1.6271, 1.4335, -1.1590], [-1.4947, 2.6828, 0.0915], [-2.6980, 1.1661, 0.1971], [-0.6192, -2.5324, 1.1517], [0.2043, -2.6254, -0.5197], [-1.4471, -2.3342, -0.4579], [3.2456, 2.1032, 0.0795]],
  "atomic_forces_ev_per_a": [[-1.47, -0.08, 1.99], [1.54, -0.23, 0.48], [0.91, 3.19, 0.35], [0.34, -3.54, -1.25], [-1.26, -0.13, 0.51], [1.52, 0.71, 0.10], [-0.47, 0.15, -0.15], [-0.36, 0.27, -2.34], [-0.16, -1.87, 0.12], [1.36, 1.16, -0.41], [0.09, 0.00, -0.88], [-0.52, 1.01, 1.47], [-0.48, 0.43, 0.51], [-1.04, -1.07, -0.48]],
  "smiles": "CC1=C(C)P1[PH]#P",
  "lumo_ev": [-0.99, -1.17],
  "e_homo_ev": [-7.160, -7.451],
  "orbital_gap_ev": [6.17, 6.28],
  "energy_ha": -1180.50806
}

2.
{
  "formula": "C4H7PS",
  "method": "ωB97M-V/def2-TZVPD",
  "symbols": ["C", "C", "C", "C", "P", "S", "H", "H", "H", "H", "H", "H", "H"],
  "xyz": [[-0.9778, 0.4199, -1.2725], [-1.1727, 0.2484, 0.8661], [-0.1119, 0.5366, -0.1237], [1.1058, -1.1037, -0.2365], [-2.4474, 0.0972, -0.5103], [1.0801, 1.8063, 0.1537], [-0.7689, 0.6862, -2.3313], [-0.9721, -0.6905, 1.3656], [-1.2522, 0.9422, 1.5877], [0.7498, -1.9902, -0.8271], [1.1153, -1.3395, 0.7472], [2.0338, -0.6747, -0.5725], [1.6184, 1.0616, 1.1536]],
  "atomic_forces_ev_per_a": [[-0.77, 1.34, -2.10], [-0.23, -2.93, -0.81], [2.57, -3.60, -1.26], [-2.19, 2.01, -2.75], [0.64, 0.14, 0.11], [0.24, 0.15, 0.39], [0.08, -0.53, 0.79], [-0.20, -0.38, 0.24], [-0.71, 2.70, 2.43], [0.06, 1.24, 0.29], [0.21, -0.71, 3.15], [0.18, -0.01, -0.26], [0.09, 0.58, -0.22]],
  "lumo_ev": 0.03,
  "e_homo_ev": -8.251,
  "orbital_gap_ev": 8.28,
  "energy_ha": -896.01269
}

3.
{
  "formula": "C4H7S",
  "method": "ωB97M-V/def2-TZVPD",
  "symbols": ["C", "C", "C", "C", "H", "H", "H", "H", "H", "H", "S", "H"],
  "xyz": [[-0.6044, -0.1048, 1.6692], [0.1142, -0.8593, 0.8302], [0.6779, -0.3206, -0.4202], [1.0896, -1.0454, -1.4647], [-0.8267, 0.9242, 1.3946], [-1.0406, -0.5123, 2.5789], [0.1868, -1.9335, 1.0575], [0.6228, 0.7831, -0.4109], [1.2535, -0.5594, -2.4187], [1.1546, -2.1297, -1.3752], [-0.7447, 2.5257, -0.8621], [-1.8832, 3.2319, -0.5788]],
  "atomic_forces_ev_per_a": [[0.11, -0.02, -0.31], [-0.08, -0.49, 0.34], [-0.22, 0.36, 0.44], [-0.31, 0.18, 0.59], [0.16, 0.04, 0.14], [0.04, -0.05, -0.17], [0.27, 0.29, -0.22], [0.07, -0.79, -0.49], [0.38, -0.15, 0.06], [-0.12, 0.10, -0.25], [-0.85, 0.76, 0.04], [0.54, -0.23, -0.14]],
  "lumo_ev": 4.00,
  "e_homo_ev": -2.669,
  "orbital_gap_ev": 6.66,
  "charge": -1,
  "energy_ha": -554.77474
}

4.
{
  "formula": "C4H8",
  "method": "ωB97M-V/def2-TZVPD",
  "symbols": ["C", "C", "C", "C", "H", "H", "H", "H", "H", "H", "H", "H"],
  "xyz": [[-0.0891, 1.5136, -0.9828], [-0.1320, 0.2060, -1.1351], [0.1926, -0.8708, -0.0674], [-0.1814, -0.5573, 1.4074], [-0.5821, 1.8694, -0.1124], [0.6134, 2.1734, -1.6014], [0.1228, -0.0248, -2.1610], [1.2862, -1.3194, -0.3195], [-0.4398, -1.7612, -0.2905], [0.5309, -0.9546, 2.2039], [-1.2120, -0.7733, 1.6155], [-0.1094, 0.4988, 1.4434]],
  "atomic_forces_ev_per_a": [[0.69, 1.25, 0.07], [2.39, -0.96, -0.39], [-0.83, -2.50, -0.96], [2.00, 0.06, -0.27], [0.53, 1.04, 1.10], [-2.21, -0.69, 0.25], [0.52, -1.03, -0.03], [-2.31, 1.59, 0.87], [0.48, 0.27, -0.21], [-1.07, 0.21, -1.22], [-0.35, -0.52, 0.14], [0.16, 1.28, 0.66]],
  "smiles": "C=CCC",
  "lumo_ev": 1.00,
  "e_homo_ev": -8.981,
  "orbital_gap_ev": 9.98,
  "energy_ha": -157.11256
}

5.
{
  "formula": "C4H8",
  "method": "ωB97M-V/def2-TZVPD",
  "symbols": ["C", "C", "C", "C", "H", "H", "H", "H", "H", "H", "H", "H"],
  "xyz": [[-1.1973, -1.0911, 0.3117], [-0.6473, -0.1449, 1.0712], [0.6965, 0.3258, 0.5464], [0.7412, 0.6577, -1.0145], [-1.7025, -2.0413, 0.4535], [-1.4074, -0.7172, -0.6951], [-1.1725, 0.2030, 1.9331], [1.4078, -0.5465, 0.6876], [1.0321, 1.2111, 1.0099], [1.2447, 1.5147, -1.2334], [-0.2103, 0.7760, -1.4776], [1.2151, -0.1471, -1.5929]],
  "atomic_forces_ev_per_a": [[-1.70, -0.26, -1.69], [0.48, -0.53, -0.50], [-0.34, -0.09, -2.10], [-0.70, -3.11, 0.95], [-1.00, 0.69, 1.17], [1.79, -1.08, -0.81], [0.96, -0.42, 1.65], [-0.72, 1.35, 0.26], [0.61, 0.80, 1.00], [1.69, 2.46, -0.19], [-1.04, 0.07, -0.02], [-0.03, 0.12, 0.28]],
  "smiles": "C=CCC",
  "lumo_ev": 0.79,
  "e_homo_ev": -8.155,
  "orbital_gap_ev": 8.95,
  "energy_ha": -157.08863
}

6.
{
  "formula": "C4H8",
  "method": "ωB97M-V/def2-TZVPD",
  "symbols": ["C", "C", "C", "C", "H", "H", "H", "H", "H", "H", "H", "H"],
  "xyz": [[0.7273, 1.7380, -0.9461], [0.5942, 1.0880, 0.3069], [-0.3422, 0.9398, 1.2485], [1.8745, 0.5495, 0.0187], [0.5038, 1.2057, -1.8665], [1.3968, 2.5906, -1.0185], [-4.1833, -5.0137, -0.3521], [-0.1756, 0.2906, 2.0942], [-1.2804, 1.4792, 1.2339], [2.7729, 1.1353, 0.1494], [-3.8645, -5.6794, -0.2564], [1.9763, -0.3237, -0.6118]],
  "atomic_forces_ev_per_a": [[2.73, -1.03, -0.46], [-2.66, -0.37, 2.78], [0.62, 0.19, -0.46], [0.06, 1.10, -2.43], [-0.36, 0.30, 0.13], [-0.53, 0.22, -0.11], [0.05, -0.10, 0.01], [0.13, -0.08, 0.07], [0.02, 0.00, -0.25], [0.03, -0.09, 0.40], [-0.05, 0.10, -0.01], [-0.04, -0.25, 0.33]],
  "lumo_ev": 1.16,
  "e_homo_ev": -8.893,
  "orbital_gap_ev": 10.05,
  "energy_ha": -157.05273
}

7.
{
  "formula": "C4H8",
  "method": "ωB97M-V/def2-TZVPD",
  "symbols": ["C", "C", "C", "C", "H", "H", "H", "H", "H", "H", "H", "H"],
  "xyz": [[-0.7937, 1.4196, -0.1470], [-0.3446, -0.5369, 0.7778], [1.1174, -0.6512, 0.4807], [0.1128, -1.3581, -0.3869], [-1.8336, 1.7167, -0.3068], [-0.3182, 1.2022, -1.1021], [-0.2471, 2.1883, 0.3999], [-1.0071, 0.5157, 0.7028], [1.6836, -1.2094, 1.2244], [1.6768, 0.1652, 0.0331], [-0.0531, -2.4269, -0.2612], [0.0068, -1.0252, -1.4147]],
  "atomic_forces_ev_per_a": [[0.07, 0.29, -0.25], [0.09, -0.18, 0.07], [0.15, 0.07, 0.07], [-0.08, -0.12, -0.15], [0.09, -0.10, 0.06], [-0.04, -0.18, 0.26], [-0.04, -0.16, 0.01], [-0.07, 0.18, -0.11], [-0.07, 0.10, -0.13], [-0.13, -0.08, 0.03], [0.03, 0.16, -0.03], [0.02, 0.02, 0.16]],
  "lumo_ev": 0.83,
  "e_homo_ev": -8.231,
  "orbital_gap_ev": 9.06,
  "energy_ha": -157.01158
}

8.
{
  "formula": "C4H8AgLiO3",
  "method": "ωB97M-V/def2-TZVPD",
  "symbols": ["C", "C", "C", "C", "O", "O", "Ag", "Li", "H", "H", "H", "H", "H", "H", "O", "H", "H"],
  "xyz": [[1.4752, 0.6018, 1.0423], [1.1506, -0.0524, -0.3133], [-0.3029, -0.3678, -0.4616], [-0.8853, -1.4407, 0.3280], [-2.0966, -1.6980, 0.3025], [2.8043, 0.9430, 1.1600], [4.5081, 0.7465, 0.5025], [-3.5769, -0.7124, -0.3403], [1.1858, -0.1038, 1.8461], [0.8236, 1.4897, 1.1602], [1.7593, -0.9602, -0.4391], [1.4441, 0.6547, -1.1071], [-0.6408, -0.4915, -1.5016], [-0.2255, -1.9728, 1.0385], [-2.8096, 1.0039, -0.8125], [-3.0419, 1.4897, -1.6166], [-1.5715, 0.8701, -0.7879]],
  "atomic_forces_ev_per_a": [[-0.77, -1.11, 0.84], [0.37, 1.40, -0.55], [0.88, -1.66, -1.12], [-1.73, 0.31, 1.16], [1.48, 0.07, -0.13], [-4.37, 0.59, 1.32], [4.31, -0.37, -1.51], [-0.10, 0.21, 0.00], [0.25, 0.42, -0.08], [0.54, 0.16, -0.08], [-0.25, -0.04, 0.01], [-0.04, -0.34, 0.15], [0.04, 0.55, 0.14], [-0.19, -0.13, -0.25], [4.53, -1.00, 0.32], [0.33, 0.17, 0.00], [-5.27, 0.76, -0.22]],
  "spin_multiplicity": 3,
  "lumo_ev": [-8.40, -11.08],
  "e_homo_ev": [-17.810, -18.330],
  "orbital_gap_ev": [9.41, 7.25],
  "charge": 2,
  "energy_ha": -536.65534
}

Q: Which ΔE to the lowest compared entry with this formula, charge and spin values were calculated for the entries above? A: 298.5; 256.2; 11.0; 187.4; 250.3; 344.5; 452.6; 172.8, in kJ/mol.